[1]
51
Properties=species:S:1:pos:R:3:forces:R:3 method="wB97M-V/def2-TZVPD" lumo_energy_ha=0.027 charge=0 homo_energy_ev=-8.26 smiles="CCOc1ccc(C(=O)NC[C@@H](c2cccs2)N(C)C)cc1OCC" orbital_gap_ev=9.0
C -7.2517 -0.0466 1.6511 0.4 0.1 -0.1
C -5.9433 0.7077 1.4693 -0.3 0.2 0.2
O -5.0442 -0.1599 0.8074 0.3 -0.2 -0.2
C -3.8122 0.2999 0.4408 0.0 -0.1 -0.1
C -3.3367 1.5631 0.7773 -0.1 0.0 0.0
C -2.0698 1.9756 0.4153 0.2 -0.1 -0.1
C -1.2279 1.1264 -0.2902 -0.4 0.1 0.1
C 0.1287 1.6258 -0.6451 0.1 -0.1 -0.1
O 0.3863 2.8131 -0.7264 0.0 0.2 0.1
N 1.0575 0.6638 -0.8805 0.1 -0.4 0.0
C 2.4368 0.9913 -1.1336 0.3 0.2 0.2
C 3.3404 0.6546 0.0759 -0.2 0.2 -0.1
C 3.6315 -0.8134 0.1703 0.2 -0.1 0.3
C 3.1733 -1.8667 -0.5588 0.0 0.3 0.1
C 3.7098 -3.1069 -0.1395 0.1 -0.2 0.1
C 4.5691 -2.9754 0.9002 0.0 0.3 0.2
S 4.7439 -1.3361 1.3920 -0.2 -0.2 -0.5
N 4.6052 1.3731 0.1163 0.0 0.0 0.1
C 4.4862 2.7611 0.5031 0.0 0.0 0.0
C 5.4115 1.2088 -1.0743 0.1 0.0 0.1
C -1.7062 -0.1252 -0.6577 -0.2 0.1 0.1
C -2.9828 -0.5544 -0.3166 0.1 0.1 0.0
O -3.2734 -1.8253 -0.7212 0.2 0.2 0.3
C -4.6058 -2.2254 -0.9946 -0.6 -0.2 -0.3
C -5.2415 -1.4201 -2.1219 0.3 -0.1 0.3
H -7.6567 -0.3301 0.6832 -0.1 0.0 -0.1
H -7.0829 -0.9477 2.2345 0.0 -0.1 0.1
H -7.9706 0.5824 2.1679 -0.1 0.0 0.1
H -6.1077 1.6130 0.8691 0.1 -0.1 0.1
H -5.5361 1.0000 2.4468 0.0 0.0 -0.1
H -3.9587 2.2372 1.3438 -0.1 0.0 0.1
H -1.7157 2.9591 0.6811 0.0 0.1 0.0
H 0.8399 -0.2940 -0.6599 -0.1 0.1 0.1
H 2.7871 0.4715 -2.0300 0.0 0.1 0.0
H 2.4608 2.0695 -1.3103 0.1 -0.2 0.0
H 2.7917 0.9538 0.9810 0.0 0.0 -0.2
H 2.4823 -1.7848 -1.3791 -0.1 0.1 -0.2
H 3.4626 -4.0468 -0.6001 0.0 -0.2 -0.1
H 5.1178 -3.7411 1.4113 0.1 -0.2 0.1
H 3.9369 2.8276 1.4408 0.0 0.1 0.0
H 3.9781 3.3853 -0.2455 0.0 0.1 0.0
H 5.4879 3.1600 0.6595 0.0 0.1 0.0
H 5.0364 1.7823 -1.9341 0.0 0.0 0.0
H 6.4249 1.5439 -0.8540 0.1 0.0 -0.1
H 5.4478 0.1543 -1.3429 0.1 0.0 -0.1
H -1.1170 -0.8076 -1.2512 0.0 -0.1 -0.1
H -5.2229 -2.1739 -0.0935 0.1 -0.1 -0.2
H -4.5000 -3.2723 -1.2938 -0.1 0.1 0.1
H -6.2157 -1.8361 -2.3635 -0.1 0.0 0.0
H -5.3675 -0.3819 -1.8251 -0.1 0.1 0.0
H -4.6119 -1.4534 -3.0084 0.0 0.0 -0.1


[2]
53
Properties=species:S:1:pos:R:3:forces:R:3 method="wB97M-V/def2-TZVPD" lumo_energy_ha=-0.011 charge=0 homo_energy_ev=-9.11 smiles="CC1CCN(C(=O)COC(=O)[C@H](C)NS(=O)(=O)/C=C/c2ccccc2)CC1" orbital_gap_ev=8.8
C 0.9013 3.4560 0.3308 -0.1 -0.1 -0.2
C -0.0967 2.7869 -0.6132 0.0 0.0 -0.1
C -1.4623 3.4851 -0.6033 0.1 -0.1 0.1
C -2.2526 3.1832 0.6700 -0.3 0.4 -0.2
N -2.3804 1.7495 0.8457 0.3 0.4 0.1
C -3.5712 1.1688 0.6168 -0.1 -0.5 0.0
O -4.5891 1.8082 0.4233 -0.3 0.0 -0.1
C -3.6319 -0.3585 0.6686 -0.5 -0.1 0.2
O -2.7087 -0.9283 -0.2625 0.0 0.5 -0.2
C -2.6333 -2.2517 -0.2690 -0.1 -0.3 -0.3
O -3.3743 -2.9946 0.3162 -0.1 0.0 0.0
C -1.4834 -2.7492 -1.1495 -0.3 0.4 -0.1
C -2.0212 -3.2406 -2.4898 0.2 0.1 0.3
N -0.7924 -3.8127 -0.4468 0.5 0.2 0.6
S -0.0963 -3.2668 0.9830 0.4 -0.2 -0.2
O 0.1299 -4.4070 1.8142 0.0 -0.2 -0.2
O -0.8405 -2.1542 1.5183 0.2 0.0 0.0
C 1.4531 -2.6490 0.3725 -0.7 -0.1 0.2
C 1.8807 -1.4673 0.7963 -0.4 -0.1 0.1
C 3.1055 -0.7695 0.4374 0.5 0.2 -0.1
C 3.3889 0.4510 1.0552 -0.1 -0.2 -0.1
C 4.5339 1.1555 0.7360 0.1 0.1 0.0
C 5.4164 0.6540 -0.2070 0.0 0.0 0.1
C 5.1478 -0.5568 -0.8266 0.0 -0.1 -0.1
C 4.0043 -1.2639 -0.5099 -0.1 0.1 0.1
C -1.1002 1.0946 0.9876 0.3 -0.4 -0.2
C -0.2842 1.2984 -0.2918 0.0 0.1 0.1
H 0.5661 3.4231 1.3633 0.0 0.0 0.2
H 1.0364 4.4991 0.0536 0.0 0.1 0.0
H 1.8668 2.9582 0.2670 0.1 0.0 0.0
H 0.3154 2.8642 -1.6265 0.0 0.0 0.1
H -1.3338 4.5639 -0.7028 0.0 0.1 -0.1
H -2.0464 3.1343 -1.4565 -0.1 0.0 0.0
H -3.2575 3.6023 0.6021 0.2 0.0 0.1
H -1.7515 3.6019 1.5475 0.0 0.0 0.0
H -3.3941 -0.7288 1.6727 0.0 0.0 -0.1
H -4.6517 -0.6653 0.4154 0.2 0.1 0.1
H -0.7643 -1.9364 -1.2880 -0.1 0.0 -0.1
H -2.7799 -4.0020 -2.3246 -0.1 -0.1 0.0
H -2.4645 -2.4130 -3.0369 -0.1 0.0 -0.1
H -1.2131 -3.6683 -3.0768 0.1 0.0 -0.1
H -1.4143 -4.5855 -0.2409 0.0 -0.2 0.2
H 1.9570 -3.3232 -0.2927 0.2 -0.2 -0.2
H 1.2311 -0.9518 1.4935 -0.1 0.1 0.0
H 2.7035 0.8396 1.7943 -0.1 0.0 0.1
H 4.7405 2.0973 1.2225 0.0 0.1 0.0
H 6.3110 1.2036 -0.4581 0.1 0.0 0.0
H 5.8355 -0.9496 -1.5606 0.0 0.0 -0.1
H 3.8017 -2.2039 -0.9985 0.0 -0.1 -0.1
H -1.2159 0.0332 1.1972 0.0 0.2 0.1
H -0.5859 1.5540 1.8389 0.0 -0.1 0.0
H 0.6876 0.8126 -0.1952 0.1 0.0 0.0
H -0.8227 0.8194 -1.1124 0.0 -0.1 0.0


[3]
60
Properties=species:S:1:pos:R:3:forces:R:3 method="wB97M-V/def2-TZVPD" lumo_energy_ha=-0.026 charge=0 homo_energy_ev=-7.98 orbital_gap_ev=7.3
W -0.0104 0.3371 -0.2385 0.9 -2.2 0.7
C 1.4108 -2.7418 1.3641 -0.2 0.0 0.2
N 1.4469 -1.8735 0.1756 0.2 0.4 -0.3
C 1.0643 -2.6455 -1.0160 -0.2 0.1 -0.1
C -0.4578 -2.7444 -1.1231 0.4 -0.1 0.2
N -1.2188 -1.4464 -1.1453 0.1 0.6 0.1
C -1.4553 -1.0183 -2.5446 -0.1 0.0 -0.3
C -2.4787 -1.6769 -0.4373 -0.1 -0.2 0.2
C -3.6254 -2.1231 -1.0762 0.0 0.1 -0.2
C -4.7483 -2.4716 -0.3397 0.0 0.0 0.1
C -4.7182 -2.4028 1.0454 0.0 0.0 0.0
C -3.5773 -1.9540 1.6883 0.1 0.1 0.0
C -2.4554 -1.5736 0.9543 0.0 0.0 0.0
S -1.0048 -1.0014 1.7453 0.1 0.8 -0.8
C 2.7794 -1.2984 0.1709 0.2 0.0 0.0
C 3.8733 -1.9679 -0.3513 -0.1 -0.1 0.0
C 5.1480 -1.4384 -0.2250 0.0 0.0 0.0
C 5.3332 -0.2413 0.4438 0.1 0.0 0.0
C 4.2443 0.4330 0.9707 0.0 0.0 0.0
C 2.9633 -0.0832 0.8296 -0.1 0.0 0.1
S 1.5690 0.7987 1.5011 -0.7 0.0 -0.6
H 2.2269 -3.4687 1.3153 0.0 0.0 -0.1
H 0.4589 -3.2622 1.4313 0.0 0.0 0.0
H 1.5252 -2.1337 2.2597 0.0 0.0 0.0
H 1.4352 -3.6752 -0.9475 0.0 0.0 0.0
H 1.4939 -2.1885 -1.8993 0.0 0.0 0.0
H -0.8277 -3.3173 -0.2756 -0.1 0.0 0.0
H -0.7015 -3.2987 -2.0325 -0.1 0.0 0.0
H -1.9110 -1.8192 -3.1303 0.0 0.0 0.1
H -0.5190 -0.7503 -3.0181 0.1 -0.1 0.0
H -2.1049 -0.1475 -2.5565 0.0 0.0 0.0
H -3.6644 -2.2041 -2.1540 0.0 0.0 0.0
H -5.6394 -2.8054 -0.8539 0.0 0.0 0.0
H -5.5866 -2.6938 1.6223 0.0 0.0 0.0
H -3.5287 -1.8838 2.7678 -0.1 0.0 0.0
H 3.7312 -2.9137 -0.8609 0.0 0.0 0.0
H 5.9919 -1.9632 -0.6524 0.0 0.0 0.0
H 6.3239 0.1842 0.5340 0.0 0.0 0.0
H 4.3785 1.3798 1.4788 0.0 0.0 0.0
O 2.1682 2.2352 -1.0881 0.4 -0.1 -0.3
P 2.3346 1.0897 -2.2240 0.5 0.7 0.0
O 3.7326 0.8189 -2.5355 0.0 -0.2 -0.2
O 1.4011 -0.0462 -1.7704 -0.1 0.4 0.4
O 1.5449 1.7892 -3.4452 -0.6 -0.2 0.1
P -0.0556 2.0490 -3.2464 0.3 0.1 -0.5
O -0.1314 3.6435 -3.3232 -0.2 0.0 -0.1
O -0.8446 1.3953 -4.2954 0.0 0.0 0.0
O -0.3787 1.7178 -1.7847 -0.1 -0.6 1.1
H 2.8741 2.8900 -1.1866 -0.1 -0.1 0.1
H -0.5034 3.8970 -4.1815 0.1 0.0 0.2
C -3.1076 3.0893 -0.2611 -0.3 0.1 0.0
O -2.4519 1.8269 -0.3930 0.4 0.1 0.2
C -1.5365 1.4402 0.5026 -0.9 0.5 -0.3
C -1.7683 2.0144 1.8664 0.2 -0.2 0.2
H -3.7040 3.2075 -1.1610 0.0 0.0 0.0
H -2.3710 3.8919 -0.2102 0.0 0.0 0.0
H -3.7570 3.1220 0.6146 0.0 0.0 -0.1
H -1.4904 3.0734 1.8606 0.0 0.0 -0.1
H -1.1529 1.5079 2.6011 0.0 0.1 0.0
H -2.8183 1.9361 2.1572 0.0 0.0 0.0


[4]
50
Properties=species:S:1:pos:R:3:forces:R:3 method="wB97M-V/def2-TZVPD" lumo_energy_ha=0.019 charge=0 homo_energy_ev=-8.81 smiles="Cc1ccc2c(c1)nnn2C1CCN(C(=O)C2CCCCC2)CC1" orbital_gap_ev=9.3
C -2.7556 -1.6900 6.4293 0.0 0.0 0.0
C -2.5119 -1.1586 5.0489 -0.2 0.1 0.1
C -1.3822 -1.6132 4.3405 0.1 0.0 -0.2
C -1.0748 -1.1863 3.0712 0.2 -0.1 0.0
C -1.9402 -0.2640 2.4904 -0.8 0.4 0.4
C -3.0801 0.2054 3.1898 1.1 -0.6 -0.5
C -3.3688 -0.2450 4.4775 0.1 0.0 -0.1
N -3.7237 1.0896 2.3768 -0.7 0.3 0.5
N -3.0843 1.1836 1.2879 0.0 0.5 -1.0
N -2.0026 0.3946 1.2980 -0.1 -0.2 0.7
C -1.1335 0.3265 0.1542 0.2 -0.2 -0.4
C 0.3047 0.7453 0.5179 0.1 -0.1 -0.1
C 1.3281 -0.1187 -0.2318 0.1 0.3 0.3
N 0.9107 -0.3113 -1.5980 -0.3 -0.2 0.1
C 1.4147 0.2637 -2.7236 0.3 0.2 0.3
O 0.8581 0.0891 -3.7913 -0.1 0.0 -0.4
C 2.6908 1.0845 -2.5742 0.1 0.2 -0.1
C 3.9086 0.1603 -2.4125 -0.1 -0.2 0.0
C 4.2142 -0.5875 -3.7064 0.3 0.1 0.1
C 4.4966 0.4006 -4.8317 -0.2 -0.1 -0.1
C 3.2767 1.2867 -5.0514 0.2 0.1 0.0
C 2.9007 2.0242 -3.7692 -0.3 -0.1 -0.1
C -0.3176 -1.0832 -1.7439 -0.2 -0.2 -0.3
C -1.1500 -1.0746 -0.4649 0.1 0.2 0.0
H -1.9103 -1.4635 7.0781 0.0 0.0 0.1
H -3.6519 -1.2527 6.8603 0.0 0.0 0.1
H -2.8740 -2.7727 6.4032 0.0 -0.1 0.1
H -0.7333 -2.3296 4.8238 0.1 -0.1 0.0
H -0.1992 -1.5550 2.5589 0.1 -0.1 0.0
H -4.2402 0.1213 4.9959 -0.1 0.0 0.1
H -1.5583 1.0309 -0.5692 0.0 -0.1 0.1
H 0.4659 0.6426 1.5920 0.0 0.0 0.0
H 0.4512 1.7948 0.2596 0.0 0.0 0.0
H 2.3079 0.3495 -0.1811 0.0 -0.1 0.0
H 1.4106 -1.1034 0.2420 0.1 0.1 0.0
H 2.5922 1.7122 -1.6817 0.0 -0.1 0.0
H 3.7391 -0.5595 -1.6084 0.1 0.0 0.1
H 4.7736 0.7713 -2.1399 0.0 0.0 0.1
H 3.3575 -1.2067 -3.9789 0.0 -0.1 0.0
H 5.0738 -1.2442 -3.5526 -0.1 -0.1 0.0
H 4.7356 -0.1381 -5.7505 0.1 0.0 0.0
H 5.3614 1.0160 -4.5679 0.1 0.0 0.0
H 2.4337 0.6716 -5.3634 0.0 0.1 -0.1
H 3.4782 2.0165 -5.8384 0.0 0.0 0.0
H 1.9865 2.5966 -3.9370 0.0 0.1 0.0
H 3.6981 2.7266 -3.5100 0.0 0.0 0.0
H -0.8789 -0.6403 -2.5718 0.0 -0.1 0.1
H -0.0709 -2.1141 -2.0259 -0.1 0.1 -0.1
H -2.1759 -1.3566 -0.7055 0.0 0.0 0.0
H -0.7688 -1.8011 0.2538 0.0 0.0 0.0


Question: Look up the charge of the third one.
Answer: 0


Please write out number 1 again, unchanged.
51
Properties=species:S:1:pos:R:3:forces:R:3 method="wB97M-V/def2-TZVPD" lumo_energy_ha=0.027 charge=0 homo_energy_ev=-8.26 smiles="CCOc1ccc(C(=O)NC[C@@H](c2cccs2)N(C)C)cc1OCC" orbital_gap_ev=9.0
C -7.2517 -0.0466 1.6511 0.4 0.1 -0.1
C -5.9433 0.7077 1.4693 -0.3 0.2 0.2
O -5.0442 -0.1599 0.8074 0.3 -0.2 -0.2
C -3.8122 0.2999 0.4408 0.0 -0.1 -0.1
C -3.3367 1.5631 0.7773 -0.1 0.0 0.0
C -2.0698 1.9756 0.4153 0.2 -0.1 -0.1
C -1.2279 1.1264 -0.2902 -0.4 0.1 0.1
C 0.1287 1.6258 -0.6451 0.1 -0.1 -0.1
O 0.3863 2.8131 -0.7264 0.0 0.2 0.1
N 1.0575 0.6638 -0.8805 0.1 -0.4 0.0
C 2.4368 0.9913 -1.1336 0.3 0.2 0.2
C 3.3404 0.6546 0.0759 -0.2 0.2 -0.1
C 3.6315 -0.8134 0.1703 0.2 -0.1 0.3
C 3.1733 -1.8667 -0.5588 0.0 0.3 0.1
C 3.7098 -3.1069 -0.1395 0.1 -0.2 0.1
C 4.5691 -2.9754 0.9002 0.0 0.3 0.2
S 4.7439 -1.3361 1.3920 -0.2 -0.2 -0.5
N 4.6052 1.3731 0.1163 0.0 0.0 0.1
C 4.4862 2.7611 0.5031 0.0 0.0 0.0
C 5.4115 1.2088 -1.0743 0.1 0.0 0.1
C -1.7062 -0.1252 -0.6577 -0.2 0.1 0.1
C -2.9828 -0.5544 -0.3166 0.1 0.1 0.0
O -3.2734 -1.8253 -0.7212 0.2 0.2 0.3
C -4.6058 -2.2254 -0.9946 -0.6 -0.2 -0.3
C -5.2415 -1.4201 -2.1219 0.3 -0.1 0.3
H -7.6567 -0.3301 0.6832 -0.1 0.0 -0.1
H -7.0829 -0.9477 2.2345 0.0 -0.1 0.1
H -7.9706 0.5824 2.1679 -0.1 0.0 0.1
H -6.1077 1.6130 0.8691 0.1 -0.1 0.1
H -5.5361 1.0000 2.4468 0.0 0.0 -0.1
H -3.9587 2.2372 1.3438 -0.1 0.0 0.1
H -1.7157 2.9591 0.6811 0.0 0.1 0.0
H 0.8399 -0.2940 -0.6599 -0.1 0.1 0.1
H 2.7871 0.4715 -2.0300 0.0 0.1 0.0
H 2.4608 2.0695 -1.3103 0.1 -0.2 0.0
H 2.7917 0.9538 0.9810 0.0 0.0 -0.2
H 2.4823 -1.7848 -1.3791 -0.1 0.1 -0.2
H 3.4626 -4.0468 -0.6001 0.0 -0.2 -0.1
H 5.1178 -3.7411 1.4113 0.1 -0.2 0.1
H 3.9369 2.8276 1.4408 0.0 0.1 0.0
H 3.9781 3.3853 -0.2455 0.0 0.1 0.0
H 5.4879 3.1600 0.6595 0.0 0.1 0.0
H 5.0364 1.7823 -1.9341 0.0 0.0 0.0
H 6.4249 1.5439 -0.8540 0.1 0.0 -0.1
H 5.4478 0.1543 -1.3429 0.1 0.0 -0.1
H -1.1170 -0.8076 -1.2512 0.0 -0.1 -0.1
H -5.2229 -2.1739 -0.0935 0.1 -0.1 -0.2
H -4.5000 -3.2723 -1.2938 -0.1 0.1 0.1
H -6.2157 -1.8361 -2.3635 -0.1 0.0 0.0
H -5.3675 -0.3819 -1.8251 -0.1 0.1 0.0
H -4.6119 -1.4534 -3.0084 0.0 0.0 -0.1